#one
C19H22N4O2S in the gas phase. Source: the OMol25 dataset; level of theory: wB97M-V/def2-TZVPD.

Results
SMILES ... CCN1CCN(C(=O)Cn2nc(C)c3sc4ccccc4c3c2=O)CC1
HOMO level ... -8.12 eV
Molecular weight ... 370.48 g mol⁻¹
Multiplicity ... 1
Gap between HOMO and LUMO ... 0.2993 hartree

Each line ends with the natural charge from an NBO analysis.
Atoms and positions in Å:
C  -2.47354  -2.47333  1.03146  -0.65
C  -3.73265  -2.30832  0.17165  -0.20
N  -4.00566  -0.97894  -0.33778  -0.45
C  -3.14589  -0.59373  -1.44960  -0.23
C  -3.07904  0.92180  -1.57417  -0.24
N  -2.42809  1.46163  -0.39326  -0.43
C  -1.27902  2.13922  -0.56044  0.69
O  -0.85444  2.46751  -1.65324  -0.64
C  -0.48334  2.53707  0.69562  -0.31
N  0.87250  2.05559  0.52135  -0.19
N  1.80872  2.98466  0.42150  -0.18
C  3.04265  2.66384  0.18576  0.16
C  4.05759  3.75026  0.08337  -0.64
C  3.38746  1.29733  0.03253  -0.16
S  4.97258  0.65392  -0.28422  0.42
C  4.33325  -0.97362  -0.28240  -0.20
C  5.05575  -2.13867  -0.48168  -0.21
C  4.37918  -3.34205  -0.44408  -0.20
C  3.00532  -3.38574  -0.21186  -0.21
C  2.28416  -2.22904  -0.01279  -0.20
C  2.94586  -1.00243  -0.04620  0.00
C  2.41771  0.31467  0.13514  -0.15
C  1.04651  0.68739  0.38635  0.62
O  0.09195  -0.06989  0.49717  -0.66
C  -2.87700  0.90210  0.87202  -0.25
C  -4.14523  0.06635  0.65493  -0.23
H  -2.60510  -2.00948  2.00659  0.20
H  -1.60772  -2.02354  0.55238  0.22
H  -2.27252  -3.53095  1.18398  0.21
H  -3.66487  -2.96440  -0.70022  0.19
H  -4.60778  -2.61914  0.75212  0.19
H  -2.11811  -0.96444  -1.32386  0.18
H  -3.55676  -1.02793  -2.36825  0.20
H  -4.08025  1.34802  -1.68209  0.19
H  -2.47703  1.20963  -2.43756  0.26
H  -0.42872  3.62508  0.75050  0.25
H  -0.89658  2.12306  1.61409  0.22
H  3.57971  4.71140  0.24287  0.24
H  4.84221  3.60172  0.82400  0.22
H  4.51960  3.73327  -0.90259  0.23
H  6.11893  -2.09939  -0.66124  0.22
H  4.92387  -4.26155  -0.59704  0.22
H  2.50290  -4.34099  -0.18825  0.22
H  1.22147  -2.24322  0.16949  0.25
H  -3.10470  1.70876  1.57823  0.20
H  -2.08675  0.26618  1.28346  0.23
H  -4.44046  -0.38215  1.60480  0.21
H  -4.95862  0.73251  0.34143  0.19

#two
C19H22N4O2S in the gas phase. Source: the OMol25 dataset; level of theory: wB97M-V/def2-TZVPD.

Results
SMILES ... CCCn1c(SCC(=O)NCCc2ccccc2)nnc1-c1ccco1
HOMO level ... -7.96 eV
Molecular weight ... 370.48 g mol⁻¹
Multiplicity ... 1
Gap between HOMO and LUMO ... 0.3143 hartree

Each line ends with the natural charge from an NBO analysis.
Atoms and positions in Å:
C  0.58024  2.88419  3.29054  -0.60
C  -0.24650  2.09990  2.27849  -0.42
C  0.33501  2.27565  0.88283  -0.21
N  -0.27369  1.46156  -0.14512  -0.36
C  -1.43352  0.74447  -0.18666  0.19
S  -2.58555  0.56626  1.09946  0.30
C  -3.80300  -0.54164  0.31500  -0.61
C  -3.29605  -1.98090  0.30261  0.67
O  -3.51386  -2.74740  1.21893  -0.64
N  -2.62533  -2.29569  -0.81609  -0.63
C  -1.90640  -3.53941  -0.96429  -0.22
C  -0.42347  -3.28611  -1.24314  -0.45
C  0.27875  -2.41737  -0.23126  0.08
C  -0.08975  -2.37564  1.10763  -0.25
C  0.60699  -1.58409  2.00493  -0.20
C  1.68974  -0.83217  1.58339  -0.24
C  2.06463  -0.86600  0.25094  -0.23
C  1.36039  -1.64733  -0.64663  -0.23
N  -1.58391  0.19187  -1.36858  -0.37
N  -0.53357  0.51953  -2.12177  -0.28
C  0.25665  1.27839  -1.40369  0.33
C  1.48900  1.80425  -1.90876  0.21
C  2.07647  1.55525  -3.12520  -0.26
C  3.27295  2.30148  -3.14204  -0.31
C  3.32973  2.94937  -1.94559  0.09
O  2.25750  2.65709  -1.19117  -0.40
H  1.60736  2.52675  3.30828  0.20
H  0.59004  3.94301  3.04156  0.20
H  0.15935  2.76922  4.28532  0.22
H  -0.24246  1.04207  2.54285  0.23
H  -1.27787  2.45331  2.30294  0.21
H  1.39760  2.01593  0.90603  0.22
H  0.25375  3.32628  0.57702  0.21
H  -4.68179  -0.47007  0.95475  0.26
H  -4.00860  -0.16103  -0.68293  0.25
H  -2.35568  -1.53236  -1.43590  0.44
H  -2.05606  -4.11753  -0.04957  0.23
H  -2.33233  -4.10594  -1.80063  0.20
H  -0.32775  -2.81395  -2.22436  0.21
H  0.08648  -4.25338  -1.29097  0.22
H  -0.92514  -2.95596  1.46635  0.23
H  0.30317  -1.56297  3.04170  0.21
H  2.24035  -0.22721  2.28981  0.21
H  2.90846  -0.28351  -0.09286  0.21
H  1.65261  -1.65896  -1.68710  0.21
H  1.68212  0.91897  -3.88857  0.25
H  3.99166  2.35048  -3.93369  0.23
H  4.05125  3.62132  -1.52482  0.21

Least stable of them? #two.

#one
A molecular structure, C7H20IrN8O3. Source: the OMol25 dataset; level of theory: wB97M-V/def2-TZVPD.

Results
HOMO level ... -10.75 eV
Molecular weight ... 456.51 g mol⁻¹
Multiplicity ... 1
Charge ... +1
Gap between HOMO and LUMO ... 0.2814 hartree

Each line ends with the natural charge from an NBO analysis.
Atoms and positions in Å:
Ir  -0.38855  -0.04413  -0.35761  0.87
N  -0.04894  0.58539  2.67490  -0.63
N  -0.04172  1.96619  2.68649  -0.41
C  -0.03195  2.71400  1.56445  0.64
N  0.06084  4.02749  1.73065  -0.77
N  -0.06402  2.10426  0.36544  -0.51
N  -0.14985  2.82089  -0.81398  0.63
O  -0.23878  4.04292  -0.83861  -0.42
O  -0.13660  2.11679  -1.79518  -0.36
H  -0.83235  0.22241  3.19661  0.37
H  0.82078  0.22120  3.03840  0.37
H  -0.04555  2.44973  3.57046  0.39
H  0.04262  4.45488  2.64069  0.41
H  0.00906  4.60185  0.90259  0.45
C  0.88118  -3.13764  0.11091  -0.42
N  2.24019  -2.61155  0.06797  -0.59
C  2.55930  -1.31893  -0.10377  0.81
N  3.87177  -1.00995  -0.03802  -0.80
O  1.74193  -0.38616  -0.30262  -0.74
H  0.90356  -4.18983  -0.16100  0.22
H  0.25991  -2.61502  -0.60393  0.23
H  0.43534  -3.02890  1.09926  0.20
H  2.97756  -3.25090  0.30722  0.40
H  4.59149  -1.70343  0.05102  0.40
H  4.14355  -0.07699  -0.29007  0.42
C  -3.96736  -0.61472  1.20045  -0.59
C  -3.46907  -0.09610  -0.15565  0.01
C  -3.75768  1.41401  -0.25771  -0.61
C  -4.21098  -0.83024  -1.27913  -0.59
N  -2.07120  -0.33093  -0.27000  -0.38
H  -5.05016  -0.50411  1.25015  0.23
H  -3.51565  -0.04764  2.01709  0.20
H  -3.71203  -1.66877  1.32002  0.22
H  -4.83382  1.59012  -0.24018  0.23
H  -3.34976  1.81038  -1.18948  0.22
H  -3.29846  1.94397  0.58038  0.20
H  -5.27883  -0.63170  -1.19094  0.22
H  -4.04118  -1.90519  -1.20693  0.22
H  -3.86346  -0.48461  -2.25328  0.23

#two
A molecular structure, C7H20IrN8O3. Source: the OMol25 dataset; level of theory: wB97M-V/def2-TZVPD.

Results
HOMO level ... -11.08 eV
Molecular weight ... 456.51 g mol⁻¹
Multiplicity ... 1
Charge ... +1
Gap between HOMO and LUMO ... 0.2939 hartree

Each line ends with the natural charge from an NBO analysis.
Atoms and positions in Å:
Ir  -0.05818  0.61401  -0.22199  0.74
N  -0.31156  -2.56125  -1.33314  -0.65
N  1.01669  -2.96434  -1.51037  -0.42
C  2.05872  -2.14822  -1.19196  0.64
N  3.26469  -2.63489  -1.46471  -0.76
N  1.76598  -0.94809  -0.69397  -0.50
N  2.77878  -0.08811  -0.39062  0.64
O  2.35718  0.98027  0.02020  -0.37
O  3.95784  -0.35150  -0.51239  -0.40
H  -0.87243  -3.40003  -1.24071  0.38
H  -0.64659  -2.01150  -2.11783  0.38
H  1.21072  -3.65535  -2.22128  0.39
H  3.36081  -3.55704  -1.85354  0.41
H  4.07691  -2.07752  -1.25250  0.46
C  0.46381  -2.42878  4.39931  -0.43
N  0.57286  -1.23826  3.58118  -0.59
C  0.24056  -1.16685  2.28518  0.80
N  -0.25441  -2.24416  1.66991  -0.83
O  0.40784  -0.07023  1.68953  -0.71
H  0.87683  -2.21308  5.38035  0.24
H  1.03678  -3.25630  3.97575  0.20
H  -0.57706  -2.73065  4.53359  0.21
H  0.93102  -0.38402  3.97281  0.43
H  -0.43031  -3.09399  2.17498  0.41
H  -0.55668  -2.15297  0.70610  0.44
C  -2.05319  3.63217  0.09599  -0.61
C  -1.73966  2.96115  -1.23962  0.02
C  -0.77287  3.78968  -2.07754  -0.61
C  -3.01394  2.62389  -2.01303  -0.60
N  -1.08469  1.70344  -0.94163  -0.32
H  -2.53992  4.59035  -0.08712  0.23
H  -1.13888  3.80822  0.66151  0.22
H  -2.71866  3.01178  0.69486  0.22
H  -1.23450  4.74928  -2.31075  0.23
H  -0.53207  3.28623  -3.01329  0.22
H  0.15363  3.97499  -1.53461  0.22
H  -3.52966  3.54905  -2.27078  0.23
H  -3.68417  2.01035  -1.41253  0.22
H  -2.78223  2.09231  -2.93536  0.22

Least stable of them? #one.